C22H48N2O7PS | ωB97M-V with the def2-TZVPD basis set

Structure (ORCA input):
```
! RIJCOSX wB97M-V def2-TZVPD def2/J DEFGRID3
* xyz 1 1
S -1.366 -1.100 -1.871
P -0.911 -0.615 0.986
O -2.549 -0.979 1.363
O -1.354 -5.057 1.812
O 6.328 1.870 -2.802
O -0.248 0.488 2.122
O -3.847 -2.410 4.751
O 2.187 2.139 0.266
O -1.970 3.774 -3.188
N -0.026 -1.950 0.932
N -0.972 0.151 -0.668
C -1.931 4.163 -5.525
C -2.359 2.732 -5.279
C 6.492 0.513 -2.361
C -1.028 -6.337 2.373
C -2.819 -1.411 4.770
C -2.778 -4.887 1.850
C 2.507 3.316 1.029
C -2.062 1.202 -0.557
C 4.002 3.281 1.281
C -1.736 2.448 0.013
C -5.064 -1.829 5.241
C 3.413 1.541 -0.195
C -4.694 -0.492 5.856
C -2.285 -6.853 3.046
C -3.374 -6.238 2.193
C -3.502 -0.080 5.019
C -1.899 2.507 -3.852
C 4.513 2.553 0.055
C 6.411 1.900 -4.234
C 6.387 -0.364 -3.594
C 6.929 0.545 -4.674
C -2.174 4.801 -4.171
H -5.515 0.227 5.836
H -2.277 -1.429 3.825
H 7.481 0.429 -1.898
H -0.856 2.168 -3.818
H -3.128 -4.507 0.884
H 5.405 2.088 -4.625
H 4.216 2.692 2.178
H -0.108 0.666 -0.909
H -2.125 -1.659 5.580
H 5.491 2.091 0.195
H -0.651 2.780 0.106
H -1.501 5.637 -3.973
H 2.225 4.190 0.431
H -0.193 -6.231 3.069
H -3.007 -4.143 2.623
H -3.206 5.154 -4.077
H 1.926 3.325 1.954
H 7.063 2.719 -4.546
H -5.741 -1.700 4.390
H 6.607 0.273 -5.680
H 3.319 1.275 -1.250
H -3.133 1.061 -0.875
H 4.580 3.247 -0.788
H -4.387 -0.632 6.897
H -2.852 0.648 5.507
H -3.509 -6.829 1.281
H -5.532 -2.506 5.958
H 5.734 0.275 -1.611
H -0.864 4.195 -5.767
H -2.704 -1.463 -1.749
H 6.934 -1.303 -3.495
H -2.519 1.779 -3.321
H -2.327 -7.942 3.092
H -3.844 0.348 4.070
H -0.718 -6.994 1.554
H -1.929 2.017 -5.983
H -3.449 2.655 -5.337
H 3.577 0.626 0.383
H 4.434 4.274 1.414
H 5.337 -0.599 -3.798
H -2.479 4.653 -6.330
H -0.690 -2.716 1.189
H -4.338 -6.162 2.697
H 0.617 0.750 1.712
H -2.584 3.139 0.337
H 8.023 0.538 -4.651
H -2.675 -1.955 1.268
H -2.350 -6.464 4.067
*
```

As for the largest force on an atom: 6.224 eV/A. The HOMO-LUMO gap comes out at 7.657 eV. The energy comes out at -2242.39128 Eh. The energy above the lowest of the compared OMol25 structures with the same formula, charge and spin is 0.000 eV. The LUMO energy comes out at -3.7 eV.

C3H3NS2 | ωB97M-V with the def2-TZVPD basis set

Structure (ORCA input):
```
! RIJCOSX wB97M-V def2-TZVPD def2/J DEFGRID3
* xyz 0 1
S -1.077 -2.428 -0.307
S -2.367 -0.107 1.469
N -0.165 -0.080 -0.067
C -1.115 -0.939 0.343
C 0.684 0.460 -0.651
C 2.401 1.156 -0.505
H 2.915 0.643 -1.340
H -3.428 -0.981 1.491
H 2.153 2.276 -0.435
*
```

As for the largest force on an atom: 5.807 eV/A. The HOMO-LUMO gap (spin up / spin down) comes out at 6.684 / 6.648 eV. The SMILES is C=C=NC(=S)S. The energy comes out at -967.03978 Eh. The energy above the lowest of the compared OMol25 structures with the same formula, charge and spin is 4.795 eV. The LUMO energy (spin up / spin down) comes out at -1.5 / -1.5 eV.

C4H5NO3S | ωB97M-V with the def2-TZVPD basis set

Structure (ORCA input):
```
! RIJCOSX wB97M-V def2-TZVPD def2/J DEFGRID3
* xyz 0 1
S 0.561 -1.028 -1.553
O -0.143 1.214 1.760
O 0.191 -0.200 -2.677
O 1.921 -1.286 -1.322
N 0.428 0.532 -0.182
C 0.640 2.152 1.300
C 1.005 1.731 0.032
C -0.192 0.230 0.874
C -0.764 -1.831 -0.949
H 1.586 2.211 -0.785
H -0.690 -0.666 1.058
H 0.691 3.094 1.890
H -0.505 -2.853 -0.518
H -1.438 -1.995 -1.860
*
```

As for the largest force on an atom: 4.047 eV/A. The HOMO-LUMO gap comes out at 9.716 eV. The energy comes out at -833.95281 Eh. The energy above the lowest of the compared OMol25 structures with the same formula, charge and spin is 3.335 eV. The LUMO energy comes out at 0.6 eV.

C4H10N2O2 | ωB97M-V with the def2-TZVPD basis set

Structure (ORCA input):
```
! RIJCOSX wB97M-V def2-TZVPD def2/J DEFGRID3
* xyz 0 1
O 1.407 1.273 -0.150
O -1.471 -1.136 -0.110
N 1.404 -1.054 -0.130
N -1.433 1.100 0.041
C 3.524 -0.066 0.045
C -2.083 -0.114 0.044
C -3.475 -0.009 -0.075
C 1.973 0.171 -0.085
H 4.070 0.576 -0.626
H -3.798 -0.377 0.905
H -3.526 -0.941 -0.788
H 3.659 -1.223 0.161
H 1.905 -1.879 0.160
H -3.895 1.076 -0.016
H -0.483 1.255 -0.492
H -1.956 2.022 0.117
H 3.852 0.381 0.874
H 0.325 -1.055 0.128
*
```

As for the largest force on an atom: 5.619 eV/A. The HOMO-LUMO gap comes out at 10.316 eV. The SMILES is CC(N)=O.CC(N)=O. The energy comes out at -418.36715 Eh. The energy above the lowest of the compared OMol25 structures with the same formula, charge and spin is 2.553 eV. The LUMO energy comes out at 0.8 eV.

C10H25N3O2PtS2 | ωB97M-V with the def2-TZVPD basis set

Structure (ORCA input):
```
! RIJCOSX wB97M-V def2-TZVPD def2/J DEFGRID3
* xyz 2 3
Pt 0.101 -0.991 0.057
S -0.236 -0.568 -2.228
S 0.830 -0.130 2.112
O -4.076 -1.175 0.808
O -1.937 -0.555 0.545
N -2.383 -2.752 0.665
N 2.131 -0.876 -0.458
N -0.934 -2.888 0.551
C 3.011 -1.277 0.669
C -1.167 -1.968 -2.908
C 0.387 -1.332 3.398
C 1.476 -0.917 -2.799
C 1.146 3.837 -0.736
C -5.097 -2.231 0.879
C 2.412 -1.529 -1.766
C -0.152 3.981 -0.415
C 2.627 -0.435 1.881
C -2.801 -1.482 0.665
H 1.922 3.771 0.030
H -4.999 -2.809 1.815
H -0.924 4.012 -1.192
H 2.892 -2.357 0.850
H 1.845 0.073 -3.110
H -1.229 -1.790 -3.990
H -5.059 -2.882 -0.010
H 2.982 -0.873 2.818
H 4.048 -1.068 0.364
H 0.802 -2.320 3.160
H -0.708 -1.339 3.471
H 3.465 -1.318 -2.014
H -0.657 -2.914 -2.689
H -0.766 -3.601 -0.162
H 2.311 0.125 -0.608
H 1.454 3.651 -1.765
H 1.380 -1.544 -3.690
H -2.975 -3.569 0.855
H -0.457 4.136 0.625
H 3.046 0.579 1.792
H -2.177 -1.929 -2.480
H 2.275 -2.617 -1.657
H -0.588 -3.277 1.429
H -6.038 -1.683 0.871
H 0.807 -0.942 4.335
*
```

As for the largest force on an atom: 3.344 eV/A. The HOMO-LUMO gap (spin up / spin down) comes out at 7.233 / 6.219 eV. The energy comes out at -1625.80221 Eh. The energy above the lowest of the compared OMol25 structures with the same formula, charge and spin is 0.584 eV. The LUMO energy (spin up / spin down) comes out at -6.0 / -8.3 eV.